[1]
{
  "formula": "C10H10InO12S2",
  "method": "wB97M-V/def2-TZVPD",
  "symbols": ["In", "C", "C", "C", "O", "C", "C", "C", "O", "O", "O", "H", "H", "C", "C", "O", "S", "O", "O", "O", "H", "H", "H", "H", "C", "C", "O", "S", "O", "O", "O", "H", "H", "H", "H"],
  "positions_angstrom": [[-0.6719, -0.6301, 0.2471], [2.8994, 0.1433, -3.2056], [2.1063, -0.2342, -2.0701], [2.8254, -0.4621, -0.7641], [2.1871, -0.5711, 0.2626], [4.2732, -0.4212, -0.7786], [5.0816, -0.1046, -1.9409], [4.3325, 0.2636, -3.1939], [4.9423, 0.6502, -4.1562], [6.2686, -0.2430, -1.9141], [0.8904, -0.3340, -2.0438], [2.3630, 0.1870, -4.1483], [4.7750, -0.6388, 0.1617], [-1.4201, 2.2112, -3.8227], [-0.4318, 3.0666, -2.9981], [-1.2372, 3.7430, -2.0241], [-2.4245, 2.7673, -1.6505], [-3.5053, 3.4849, -1.1509], [-1.9086, 1.6480, -0.9212], [-2.6946, 2.3167, -3.1498], [-1.1558, 1.1586, -3.8981], [-1.5819, 2.6112, -4.8206], [0.0528, 3.8545, -3.5696], [0.3603, 2.4755, -2.5355], [-3.3746, -2.8957, 5.2436], [-1.9408, -3.4795, 5.2235], [-1.1008, -2.3741, 4.8268], [-1.9223, -1.1300, 4.3187], [-1.5966, -0.8243, 2.9834], [-1.8435, -0.1126, 5.2916], [-3.3616, -1.8232, 4.3178], [-3.6433, -2.5831, 6.2510], [-4.0470, -3.6850, 4.9166], [-1.8437, -4.2682, 4.4843], [-1.6519, -3.7667, 6.2280]],
  "forces_ev_per_angstrom": [[-0.12, 0.13, 0.03], [-0.79, -0.97, 0.44], [0.38, -0.04, 0.64], [0.42, 0.77, -0.32], [-0.15, -0.37, 0.36], [-0.51, -0.18, 0.28], [-0.71, -0.68, 0.35], [0.36, 0.70, -0.43], [0.18, 0.03, -0.45], [0.89, 0.18, -0.10], [-0.42, 0.16, -0.59], [0.21, 0.34, -0.11], [0.08, 0.11, -0.07], [-0.29, 0.02, -0.35], [0.41, 0.27, -0.35], [0.20, -0.25, 0.43], [0.52, -0.38, -0.94], [-0.98, 0.69, 0.44], [0.39, -0.36, 0.14], [0.11, -0.07, 0.40], [0.19, 0.04, 0.15], [0.03, 0.03, 0.03], [-0.16, -0.05, -0.16], [-0.27, -0.10, 0.25], [0.53, -1.16, 0.51], [-0.56, 0.70, 0.08], [0.16, -0.22, -0.22], [-0.71, -0.35, 1.45], [0.42, 0.13, -1.57], [-0.07, 0.33, 0.24], [0.28, 0.24, -0.29], [-0.09, 0.34, -0.11], [-0.31, 0.37, -0.17], [0.18, -0.10, 0.09], [0.21, -0.29, -0.10]],
  "energy_ha": -2276.02779,
  "homo_lumo_gap_ev": 5.2,
  "relative_energy_kcal_mol": 0.0,
  "total_charge": 1
}

=====

[2]
{
  "formula": "C10H10IrN2O4S",
  "method": "wB97M-V/def2-TZVPD",
  "symbols": ["Ir", "O", "C", "C", "O", "C", "O", "C", "O", "C", "H", "H", "C", "H", "H", "C", "N", "C", "C", "N", "C", "S", "H", "H", "H", "H", "H", "H"],
  "positions_angstrom": [[1.0775, -0.6139, -0.9586], [2.1049, -1.6410, 1.7290], [1.7372, -1.2510, 0.7083], [0.2224, -0.0065, -2.5457], [-0.3260, 0.3560, -3.4929], [1.0911, -2.3910, -1.6443], [1.0783, -3.4700, -2.0508], [1.1054, 1.1693, -0.2893], [1.1011, 2.2455, 0.1245], [3.3851, -0.5331, -1.1951], [3.7546, 0.1682, -0.4552], [3.7480, -1.5515, -1.1101], [2.8339, -0.0802, -2.3790], [2.7572, -0.7374, -3.2382], [2.7637, 0.9824, -2.5835], [-3.4748, 0.8901, 0.1460], [-2.4673, 0.6937, 1.1875], [-2.4378, 1.2962, 2.3904], [-1.3703, 0.7848, 3.0974], [-0.7432, -0.1252, 2.3336], [-1.4140, -0.1518, 1.1662], [-1.1329, -1.2073, -0.0511], [-2.9907, 1.2569, -0.7832], [-3.9871, -0.0745, -0.0633], [-4.2387, 1.6266, 0.4748], [-3.1560, 2.0273, 2.7398], [-1.0882, 1.0408, 4.1105], [0.0666, -0.7034, 2.6322]],
  "forces_ev_per_angstrom": [[-1.02, -0.44, 0.26], [-0.78, 0.91, -2.27], [1.79, -1.61, 4.25], [-3.02, 2.00, -5.18], [1.86, -1.14, 2.96], [0.37, -4.94, -2.16], [-0.06, 2.67, 1.07], [0.54, 3.57, 1.05], [-0.28, -1.05, -0.21], [1.46, 0.41, -1.06], [-0.06, 0.03, -0.01], [-0.04, -0.03, -0.02], [2.00, 0.07, -0.30], [-0.05, -0.05, 0.03], [-0.08, 0.02, 0.07], [-0.78, -0.10, -1.12], [-0.75, 1.69, 1.18], [-1.25, 0.60, -0.71], [1.04, -0.09, 1.86], [0.76, 0.05, 1.47], [0.04, -1.16, -1.07], [-1.73, -1.75, -0.37], [-0.25, -0.12, 0.57], [0.31, 0.51, 0.20], [0.66, -0.46, -0.07], [-0.10, 0.03, -0.15], [0.17, -0.07, 0.03], [-0.76, 0.45, -0.29]],
  "energy_ha": -1298.68127,
  "homo_lumo_gap_ev": [4.2, 6.4],
  "spin_multiplicity": 5,
  "relative_energy_kcal_mol": 56.3,
  "total_charge": 3,
  "s2": 6.01
}

=====

[3]
{
  "formula": "C10H10IrN2O5",
  "method": "wB97M-V/def2-TZVPD",
  "symbols": ["Ir", "N", "C", "O", "C", "C", "H", "H", "H", "H", "H", "H", "O", "C", "C", "C", "C", "C", "C", "C", "O", "N", "O", "O", "H", "H", "H", "H"],
  "positions_angstrom": [[0.4742, 0.5842, -1.9172], [2.6053, -3.1291, -2.1881], [2.1510, -1.8976, -2.2206], [1.1281, -1.5584, -1.5703], [2.8850, -0.8503, -3.0215], [1.9387, 0.2178, -3.5045], [2.1298, -3.8280, -1.6346], [3.4193, -3.4205, -2.7054], [3.3948, -1.3057, -3.8772], [3.6675, -0.4321, -2.3828], [1.1976, -0.1380, -4.2289], [2.4165, 1.1519, -3.7903], [-1.6759, 0.2388, -1.5257], [-2.2883, 0.3184, -0.4605], [-1.7562, 0.6876, 0.8394], [-2.6011, 0.6587, 1.9254], [-2.1243, 0.9948, 3.1999], [-0.8058, 1.3855, 3.4323], [0.0548, 1.4461, 2.3692], [-0.3749, 1.0929, 1.0330], [0.4685, 1.1729, 0.0992], [-3.0782, 0.9361, 4.3568], [-4.2076, 0.6052, 4.0785], [-2.6102, 1.2066, 5.4341], [-3.3615, 0.0878, -0.4790], [-3.6428, 0.3773, 1.8110], [-0.4884, 1.6379, 4.4350], [1.0842, 1.7593, 2.4926]],
  "forces_ev_per_angstrom": [[0.60, -0.62, -0.58], [-0.18, -0.06, 0.13], [0.35, 0.05, -0.22], [-0.30, 0.50, 0.02], [0.14, -0.24, -0.11], [-1.09, 0.05, 0.89], [-0.01, 0.00, 0.03], [0.04, 0.08, -0.06], [0.02, 0.03, 0.03], [-0.01, 0.00, 0.03], [0.15, 0.06, -0.20], [-0.10, 0.09, -0.02], [0.37, 0.02, -0.18], [-0.38, -0.05, 0.09], [0.25, 0.05, 0.13], [-0.14, -0.14, -0.68], [0.31, 0.22, 0.56], [-0.34, -0.07, 0.10], [0.25, 0.07, -0.09], [-0.26, 0.03, 0.03], [0.18, 0.01, 0.31], [0.27, -0.10, -0.20], [0.10, 0.09, 0.12], [-0.22, -0.03, -0.18], [0.05, -0.02, -0.09], [0.00, 0.00, 0.10], [-0.04, 0.00, 0.03], [-0.01, -0.01, -0.02]],
  "energy_ha": -976.22515,
  "homo_lumo_gap_ev": [8.7, 6.5],
  "spin_multiplicity": 6,
  "total_charge": 2,
  "s2": 8.79
}

=====

[4]
{
  "formula": "C10H10N2",
  "method": "wB97M-V/def2-TZVPD",
  "symbols": ["C", "C", "C", "N", "C", "C", "H", "H", "H", "H", "H", "C", "C", "C", "N", "C", "C", "H", "H", "H", "H", "H"],
  "positions_angstrom": [[-5.2785, -0.8786, -0.1142], [-4.0190, -1.3823, 0.1100], [-2.9647, -0.5207, 0.2398], [-3.0109, 0.8918, -0.0324], [-4.4639, 1.3510, 0.0248], [-5.5546, 0.5517, -0.1512], [-6.2016, -1.5032, -0.5948], [-3.8990, -2.4370, 0.0743], [-2.0799, -0.9801, 0.4166], [-4.4061, 2.5361, 0.1662], [-6.5465, 0.8582, -0.2656], [5.3673, 0.7742, 0.1018], [5.5014, -0.6214, -0.0512], [4.2848, -1.2726, -0.0639], [3.0612, -0.8530, -0.2638], [2.9503, 0.5304, -0.3149], [4.1121, 1.2941, 0.0037], [6.3859, 1.4728, 0.4530], [6.4896, -1.0261, 0.4656], [4.4098, -2.3757, 0.1757], [1.9828, 1.0873, -0.3593], [3.8795, 2.5030, -0.0202]],
  "forces_ev_per_angstrom": [[-3.14, 0.71, -2.59], [-2.22, 0.33, -0.18], [-1.69, 5.33, -1.89], [-4.68, -3.44, 2.57], [5.09, 2.24, -0.46], [2.52, -2.78, 0.94], [2.48, 1.01, 1.81], [0.40, -0.70, 0.26], [3.16, -0.63, 0.29], [-0.72, -2.84, -0.70], [-1.18, 0.77, -0.06], [3.67, 0.92, 0.82], [1.73, 1.96, 3.13], [1.40, -4.04, 0.18], [-1.16, 3.09, -0.25], [1.84, -1.00, 1.38], [-3.00, 4.21, -1.57], [-3.33, -2.05, -1.30], [-2.27, 0.16, -1.90], [-0.62, 1.11, -0.61], [0.74, -1.13, -0.30], [0.99, -3.23, 0.42]],
  "energy_ha": -496.40598,
  "homo_lumo_gap_ev": 9.9,
  "smiles": "c1ccncc1.c1ccncc1",
  "relative_energy_kcal_mol": 119.9
}

=====

[5]
{
  "formula": "C10H10N2",
  "method": "wB97M-V/def2-TZVPD",
  "symbols": ["C", "C", "C", "N", "C", "C", "H", "H", "H", "H", "H", "C", "C", "C", "N", "C", "C", "H", "H", "H", "H", "H"],
  "positions_angstrom": [[1.1845, 0.3307, 0.4659], [1.2989, -1.0498, 0.1604], [2.6027, -1.4586, -0.4081], [3.6867, -0.7087, -0.4887], [3.5193, 0.6291, -0.1808], [2.3170, 1.1011, 0.3679], [0.3054, 0.8257, 0.5974], [0.4815, -1.7662, 0.3477], [2.7161, -2.5315, -0.6978], [4.5273, 1.1641, -0.2348], [2.1628, 2.1353, 0.5942], [-2.2491, 1.1743, -0.6757], [-2.9897, 0.1069, -1.0425], [-2.8599, -1.1351, -0.2674], [-2.2620, -1.2946, 0.8691], [-1.5646, -0.1031, 1.1256], [-1.4085, 1.0284, 0.3789], [-2.6307, 2.2320, -1.1648], [-3.9017, -0.1195, -1.8307], [-3.3355, -2.0962, -0.5314], [-0.9034, -0.2943, 1.9658], [-0.6972, 1.8300, 0.6497]],
  "forces_ev_per_angstrom": [[3.10, -3.48, -1.14], [1.97, 0.86, -0.78], [-2.22, -0.98, 1.61], [-1.07, 1.84, -0.38], [1.31, -1.52, 1.06], [1.38, 0.59, -1.30], [-0.48, 0.08, 1.02], [0.54, 0.41, -0.50], [-0.04, 0.96, 0.24], [-1.93, -0.22, 0.07], [0.46, 0.65, 0.07], [-3.41, 3.68, -3.08], [-3.00, -4.73, -0.91], [-1.55, -0.48, -1.66], [1.61, 3.77, 0.09], [1.19, -2.61, 1.79], [-0.70, 0.87, 1.36], [1.82, -2.62, 1.17], [2.76, 1.65, 1.68], [-0.29, 0.88, -0.76], [-0.05, 0.62, 0.23], [-1.40, -0.22, 0.10]],
  "energy_ha": -496.43107,
  "homo_lumo_gap_ev": 10.0,
  "smiles": "c1ccncc1.c1ccncc1",
  "relative_energy_kcal_mol": 104.2
}

=====

[6]
{
  "formula": "C10H10N2",
  "method": "wB97M-V/def2-TZVPD",
  "symbols": ["C", "N", "C", "N", "C", "C", "C", "C", "C", "C", "C", "C", "H", "H", "H", "H", "H", "H", "H", "H", "H", "H"],
  "positions_angstrom": [[-1.0672, -4.0286, -1.5731], [-0.9118, -2.9101, -1.4531], [-0.6241, -1.6128, -1.3171], [-1.0600, -0.5680, -2.4783], [-0.6868, 0.7480, -2.0726], [-0.2882, 0.6176, -0.6143], [0.1618, 1.5927, 0.2938], [0.8184, 1.2258, 1.4847], [1.1898, 2.2327, 2.5043], [0.8262, -0.1527, 1.8252], [0.3646, -1.1391, 0.9918], [-0.1309, -0.7623, -0.3108], [-0.9866, -5.1292, -1.8087], [-1.7585, -0.7178, -3.1538], [-1.3727, 1.6157, -2.3061], [0.2794, 1.1987, -2.4415], [0.0213, 2.5528, 0.0245], [1.9820, 1.8836, 3.1372], [1.2844, 3.1861, 2.1366], [0.2878, 2.5010, 3.0269], [1.2453, -0.2510, 2.7995], [0.4256, -2.0832, 1.3050]],
  "forces_ev_per_angstrom": [[0.55, -1.84, -0.66], [0.21, -0.45, 0.18], [-1.71, 8.05, -3.29], [2.73, -3.01, 3.89], [0.17, 1.51, 1.68], [0.74, 0.96, -0.15], [0.28, -3.69, -0.42], [-1.91, 0.56, -0.89], [-0.56, -1.74, -0.29], [0.14, 0.04, -0.75], [0.50, 4.08, -0.59], [-0.22, -2.50, 1.09], [-0.50, 1.18, 0.43], [-0.91, -0.67, -0.91], [0.03, -1.35, 0.19], [-0.35, -1.02, -0.56], [-0.28, 3.29, -0.65], [0.23, 0.17, 0.50], [1.39, 2.21, -1.47], [-0.75, -0.78, 1.10], [0.11, -1.23, 0.58], [0.08, -3.77, 0.98]],
  "energy_ha": -495.76119,
  "homo_lumo_gap_ev": 6.2,
  "smiles": "C#[N+]C1=[NH+]Cc2cc(C)ccc21",
  "total_charge": 2
}

=====

[7]
{
  "formula": "C10H10N2O",
  "method": "wB97M-V/def2-TZVPD",
  "symbols": ["C", "C", "C", "C", "C", "C", "C", "C", "C", "C", "N", "N", "O", "H", "H", "H", "H", "H", "H", "H", "H", "H", "H"],
  "positions_angstrom": [[-0.8949, -2.8620, 0.1276], [0.1220, -2.1783, -0.3422], [-1.9824, -2.1709, 0.6437], [0.2808, -0.7509, -0.2616], [-0.9637, -0.1897, 0.0286], [-2.3530, 1.3922, -0.6569], [2.1085, 1.1730, -0.4113], [2.9275, -0.0930, -0.5512], [1.4831, -0.0833, -0.1216], [-0.8177, 2.3854, 0.8790], [-2.0128, -0.8706, 0.4866], [-1.2668, 1.2546, 0.0075], [-3.1622, 1.6873, -1.4527], [-0.7688, -3.9099, 0.1115], [0.9744, -2.7552, -0.7850], [-2.8508, -2.8069, 1.1225], [2.4509, 1.7710, 0.5056], [2.0465, 1.9248, -1.2328], [3.1782, -0.5491, -1.3811], [3.6833, -0.2411, 0.1948], [-0.8842, 3.2771, 0.2996], [-1.5488, 2.4726, 1.6639], [0.2511, 2.1232, 1.1255]],
  "forces_ev_per_angstrom": [[-0.32, -0.56, 0.33], [3.73, -0.07, -1.77], [-2.40, -1.10, 0.87], [2.11, 0.71, 0.89], [-2.23, 0.36, 0.32], [0.34, 0.08, -2.16], [1.59, 2.89, 0.99], [-2.10, 1.19, 4.37], [-0.65, -1.06, -1.22], [1.17, -1.40, -0.09], [-0.95, -0.03, 0.92], [-1.29, 0.51, -0.84], [1.27, -0.72, 2.15], [-0.52, -1.10, 0.08], [-0.67, 0.69, 0.51], [1.50, 1.94, -0.99], [-0.40, -0.67, -1.03], [-0.61, -1.05, 0.17], [0.98, -1.64, -4.62], [0.20, -0.07, 0.58], [0.30, 0.68, -0.54], [0.34, -0.13, 0.86], [-1.36, 0.56, 0.21]],
  "energy_ha": -571.58277,
  "homo_lumo_gap_ev": [5.9, 5.9],
  "relative_energy_kcal_mol": 152.4
}

=====

[8]
{
  "formula": "C10H10N2O",
  "method": "wB97M-V/def2-TZVPD",
  "symbols": ["C", "O", "C", "C", "C", "C", "N", "C", "N", "C", "C", "C", "C", "H", "H", "H", "H", "H", "H", "H", "H", "H", "H"],
  "positions_angstrom": [[2.3941, 1.7557, -3.0581], [1.8354, 0.4866, -2.6213], [0.8456, 0.5085, -1.6579], [-0.1764, 1.3801, -1.4988], [-1.0562, 1.1085, -0.4834], [-1.0597, 0.0092, 0.4824], [-1.6988, 0.1452, 1.6274], [-1.5689, -0.9721, 2.3774], [-2.2644, -0.8976, 3.5983], [-0.7054, -2.0895, 2.1294], [0.1211, -1.9603, 1.0743], [-0.0454, -0.9132, 0.1327], [0.7638, -0.6713, -0.9233], [3.3856, 1.5753, -3.5740], [1.6395, 1.9142, -3.8611], [2.2968, 2.5269, -2.2704], [-0.1691, 2.3620, -2.0648], [-1.8813, 1.7199, -0.2478], [-3.0236, -0.2588, 3.6888], [-1.6163, -0.6486, 4.3848], [-0.6118, -2.9865, 2.7948], [0.9825, -2.6724, 1.0576], [1.6130, -1.4217, -1.0870]],
  "forces_ev_per_angstrom": [[-1.90, -1.01, -1.47], [0.74, 0.31, 1.14], [1.50, -3.58, -0.65], [-0.95, 2.85, 0.03], [-1.29, -0.54, 1.61], [2.71, 2.60, -4.46], [-0.52, -3.15, 1.13], [-1.14, 2.09, 0.82], [1.51, -0.92, 2.09], [-0.51, 0.24, 0.78], [1.64, -1.38, -0.46], [-1.62, -0.70, 2.60], [4.06, -0.86, -1.78], [-1.04, 0.28, 1.23], [0.91, 1.28, 0.09], [0.63, -0.37, -0.48], [-0.47, -1.34, 0.71], [-0.67, 1.37, -0.18], [-0.36, 0.60, -0.80], [-0.75, -0.78, -0.97], [-0.35, 1.32, -0.43], [-0.81, 0.57, -0.62], [-1.30, 1.11, 0.07]],
  "energy_ha": -571.74836,
  "homo_lumo_gap_ev": 8.1,
  "smiles": "COc1ccc2nc(N)ccc2c1",
  "relative_energy_kcal_mol": 48.5
}